# 1
{
  "formula": "C33H28Br2N5O10P2STi",
  "method": "wB97M-V/def2-TZVPD",
  "charge": 1,
  "homo_energy_ev": -10.34,
  "lumo_energy_ev": -3.9214,
  "orbital_gap_ev": 6.42,
  "species": ["Ti", "C", "C", "C", "C", "C", "C", "C", "S", "O", "O", "N", "C", "C", "C", "C", "C", "C", "C", "C", "N", "C", "H", "H", "H", "H", "H", "H", "H", "H", "H", "H", "H", "H", "H", "Br", "C", "C", "C", "C", "C", "C", "N", "C", "C", "C", "C", "C", "C", "N", "H", "H", "H", "H", "H", "H", "H", "H", "H", "O", "P", "O", "O", "O", "P", "O", "O", "O", "H", "H", "O", "C", "C", "C", "N", "C", "Br", "C", "H", "H", "H", "H"],
  "positions_angstrom": [[-1.26960, -0.14189, 0.17574], [0.76668, 1.34806, -7.69313], [0.11987, 0.82556, -6.43867], [-1.25009, 0.96389, -6.22860], [-1.85472, 0.46457, -5.08673], [-1.07673, -0.18337, -4.13586], [0.29246, -0.32855, -4.31524], [0.87736, 0.17517, -5.46606], [-1.93196, -0.69393, -2.68569], [-2.71230, -1.85513, -2.97620], [-2.58702, 0.49342, -2.16516], [-0.80527, -0.95826, -1.54319], [0.13709, -2.00488, -1.44119], [0.22056, -3.16496, -2.15428], [1.29346, -4.05439, -1.90525], [2.26313, -3.75463, -0.99024], [2.18762, -2.54863, -0.25216], [3.18761, -2.07662, 0.63976], [3.06176, -0.84770, 1.21116], [1.87976, -0.09697, 1.02207], [0.90063, -0.53459, 0.25375], [1.09622, -1.71083, -0.44275], [0.06120, 1.91459, -8.29781], [1.14362, 0.52438, -8.30115], [1.61645, 1.99196, -7.46280], [-1.85688, 1.46272, -6.97422], [-2.91936, 0.58585, -4.93400], [0.90394, -0.83196, -3.57825], [1.94382, 0.05315, -5.61526], [-0.52784, -3.40403, -2.89888], [1.34881, -4.97570, -2.46840], [3.09962, -4.42213, -0.82924], [4.06486, -2.68499, 0.82510], [3.83259, -0.44223, 1.85069], [1.74324, 0.88475, 1.45215], [2.35880, -5.75480, 5.71250], [1.94662, -4.02517, 5.07242], [1.13942, -3.88667, 3.95260], [0.86080, -2.62055, 3.46599], [1.36058, -1.49740, 4.11436], [2.17219, -1.64865, 5.23245], [2.46809, -2.91611, 5.71584], [1.08535, -0.22743, 3.54998], [0.77494, 0.72670, 4.31510], [0.46163, 2.10693, 3.84119], [0.00788, 3.01753, 4.78372], [-0.30741, 4.30715, 4.38107], [-0.13836, 4.64355, 3.05282], [0.33789, 3.66930, 2.18330], [0.61981, 2.42680, 2.55028], [0.73403, -4.76179, 3.46381], [0.23291, -2.50382, 2.58927], [2.59295, -0.77658, 5.71723], [3.09975, -3.03807, 6.58449], [0.65524, 0.57931, 5.39256], [-0.10048, 2.71408, 5.81678], [-0.66883, 5.03422, 5.09606], [-0.36527, 5.63577, 2.68809], [0.50223, 3.90901, 1.13680], [-3.44978, 0.82754, 3.18175], [-2.34355, -0.30974, 3.15116], [-1.78543, -0.65724, 4.44616], [-1.40254, 0.18333, 1.98431], [-3.15268, -1.58217, 2.49295], [-2.90676, -1.96040, 0.96070], [-3.83035, -3.16414, 0.65148], [-1.44289, -2.23471, 0.74708], [-3.16155, -0.67568, 0.15396], [-3.98041, 0.78380, 3.98898], [-4.73701, -3.13234, 0.98572], [-0.89462, 4.68217, -3.55414], [-0.78013, 3.74147, -2.61223], [0.27960, 2.83325, -2.55850], [0.27559, 1.88095, -1.57638], [-0.69415, 1.77846, -0.64530], [-1.67649, 2.69151, -0.70265], [-2.99399, 2.55109, 0.62558], [-1.77348, 3.68536, -1.64117], [-0.16944, 4.62132, -4.18846], [1.07609, 2.84870, -3.29086], [1.06109, 1.14183, -1.51570], [-2.59849, 4.38061, -1.64322]],
  "mulliken_charge": [-0.67, -1.45, 0.97, -1.01, -0.96, 0.74, 0.01, -1.02, 1.24, -0.76, -0.59, 0.94, 0.14, -0.50, -1.02, -0.92, 1.21, -1.01, -1.13, -0.17, 1.24, -0.30, 0.37, 0.33, 0.34, 0.36, 0.50, 0.49, 0.43, 0.57, 0.44, 0.48, 0.52, 0.47, 0.53, -0.18, -0.02, -1.01, 0.56, -0.60, -0.42, -0.68, 0.35, -0.79, 0.84, -0.96, -0.48, -0.86, -0.42, -0.05, 0.52, 0.42, 0.55, 0.44, 0.42, 0.46, 0.46, 0.44, 0.57, -0.51, 0.39, -0.64, 1.16, -0.41, 0.51, -0.51, -0.43, -0.20, 0.33, 0.35, -0.55, 0.71, -0.58, -0.63, 0.84, 0.24, -0.10, -0.78, 0.31, 0.37, 0.15, 0.57]
}

***

# 2
{
  "formula": "C33H28BrN4O3PSTi",
  "method": "wB97M-V/def2-TZVPD",
  "charge": 1,
  "multiplicity": 2,
  "homo_energy_ev": [-10.32, -10.74],
  "lumo_energy_ev": [-3.1783, -3.1638],
  "orbital_gap_ev": [7.15, 7.57],
  "species": ["Ti", "C", "C", "N", "N", "C", "N", "S", "C", "C", "C", "C", "C", "N", "H", "H", "H", "H", "H", "H", "H", "H", "H", "Br", "C", "C", "C", "C", "C", "C", "C", "O", "O", "H", "H", "H", "H", "O", "P", "C", "C", "C", "C", "C", "C", "C", "C", "C", "C", "C", "C", "C", "C", "C", "C", "C", "C", "H", "H", "H", "H", "H", "H", "H", "H", "H", "H", "H", "H", "H", "H", "H"],
  "positions_angstrom": [[0.60540, -0.92746, -0.65692], [-2.21343, -3.74903, -2.20701], [-1.24719, -2.65655, -1.93965], [-0.64566, -2.50019, -0.83094], [-0.78825, -3.44070, 0.14107], [-0.22999, -3.06239, 1.29566], [-0.28792, -3.99706, 2.25006], [0.48220, -1.51297, 1.71142], [-0.89821, -1.61524, -2.97653], [-1.51733, -1.51475, -4.19567], [-1.15268, -0.48536, -5.05785], [-0.17013, 0.40095, -4.68642], [0.44196, 0.20478, -3.46211], [0.08338, -0.77918, -2.64030], [-3.18395, -3.33929, -2.50130], [-2.33153, -4.35581, -1.31805], [-1.86329, -4.38376, -3.02679], [-0.63305, -4.91408, 2.02352], [0.13929, -3.82654, 3.14200], [-2.29277, -2.22146, -4.46363], [-1.64231, -0.38554, -6.01991], [0.13602, 1.21557, -5.32918], [1.24564, 0.83630, -3.11597], [8.99622, -1.81491, -0.40157], [7.13435, -1.60509, -0.52244], [6.61261, -0.35674, -0.83189], [5.23675, -0.21094, -0.92255], [4.40778, -1.30689, -0.71466], [4.94524, -2.54828, -0.40568], [6.31820, -2.70322, -0.30208], [2.94875, -1.17301, -0.81867], [2.38248, -0.01308, -0.92302], [2.18333, -2.19410, -0.78855], [7.27570, 0.48236, -0.99863], [4.80189, 0.75184, -1.15833], [4.28300, -3.38841, -0.24430], [6.75270, -3.66311, -0.05607], [-0.69497, 0.55773, -0.42918], [-1.21334, 1.31670, 0.82480], [0.16221, 1.84209, 1.82087], [1.26895, 2.30823, 1.10473], [2.40478, 2.73025, 1.77515], [2.44068, 2.70447, 3.16278], [1.34327, 2.24718, 3.88122], [0.20826, 1.80570, 3.21460], [-2.04976, 2.77764, 0.24202], [-2.26539, 2.95868, -1.12302], [-2.96724, 4.07506, -1.56585], [-3.45040, 5.00053, -0.65285], [-3.22726, 4.82676, 0.70946], [-2.52772, 3.71838, 1.15682], [-2.44347, 0.37656, 1.71081], [-2.94205, -0.77350, 1.10233], [-3.89394, -1.54849, 1.74684], [-4.36624, -1.17271, 2.99605], [-3.90584, -0.00508, 3.58991], [-2.94989, 0.77173, 2.95080], [1.24988, 2.34088, 0.02318], [3.26249, 3.07832, 1.21343], [3.33064, 3.03344, 3.68698], [1.37508, 2.21977, 4.96395], [-0.60915, 1.39782, 3.78914], [-1.89131, 2.22944, -1.82949], [-3.13811, 4.21970, -2.62597], [-4.00239, 5.86496, -1.00164], [-3.59743, 5.55684, 1.41891], [-2.34830, 3.59671, 2.22084], [-2.58379, -1.06598, 0.12540], [-4.26331, -2.45093, 1.27465], [-5.10243, -1.78411, 3.50396], [-4.29287, 0.30368, 4.55278], [-2.63476, 1.69486, 3.41849]],
  "mulliken_charge": [-0.55, -2.02, 0.76, 1.78, -1.60, 0.70, -0.39, -0.60, 0.71, -0.89, -0.47, -1.08, -0.10, 0.44, 0.39, 0.40, 0.42, 0.23, 0.23, 0.48, 0.44, 0.48, 0.58, -0.15, 0.14, -0.67, -0.30, 0.05, -0.33, -0.64, 1.36, -0.61, -0.54, 0.43, 0.46, 0.47, 0.43, 0.69, 0.16, 0.63, -0.49, -0.76, -0.55, -0.77, -0.16, 0.71, -0.19, -0.66, -0.56, -0.75, -0.32, 1.28, -0.51, -0.70, -0.58, -0.91, -0.55, 0.31, 0.46, 0.41, 0.45, 0.37, 0.31, 0.44, 0.39, 0.43, 0.25, 0.24, 0.45, 0.41, 0.43, 0.21]
}

***

# 3
{
  "formula": "C33H28Cl3N5OPdS2",
  "method": "wB97M-V/def2-TZVPD",
  "charge": 0,
  "homo_energy_ev": -7.39,
  "lumo_energy_ev": 0.4633,
  "orbital_gap_ev": 7.85,
  "species": ["Pd", "N", "C", "C", "C", "C", "C", "C", "C", "C", "C", "C", "C", "C", "H", "H", "H", "H", "H", "H", "H", "H", "H", "H", "Cl", "C", "C", "C", "C", "C", "C", "N", "C", "C", "N", "C", "O", "C", "C", "C", "Cl", "S", "C", "C", "C", "Cl", "C", "H", "H", "H", "H", "H", "H", "H", "H", "H", "H", "H", "H", "H", "C", "C", "C", "C", "N", "C", "S", "N", "H", "H", "H", "H", "H"],
  "positions_angstrom": [[-0.61365, 0.71614, 1.64249], [-2.29035, 0.87653, 2.82638], [-3.43853, 0.74182, 1.97758], [-4.35344, 1.76794, 1.83929], [-5.42451, 1.61474, 0.96938], [-5.56650, 0.43536, 0.25676], [-4.63432, -0.58324, 0.40426], [-3.54769, -0.45400, 1.26464], [-2.51141, -1.52098, 1.37107], [-2.94221, -2.84717, 1.26744], [-2.04303, -3.89876, 1.21781], [-0.68652, -3.62286, 1.26833], [-0.25213, -2.30972, 1.40390], [-1.13149, -1.23109, 1.48630], [-2.19847, 1.77734, 3.28632], [-2.25096, 0.12474, 3.50796], [-4.21560, 2.68716, 2.39523], [-6.13766, 2.41911, 0.84759], [-6.39193, 0.31156, -0.43202], [-4.73103, -1.48175, -0.19183], [-4.00475, -3.05633, 1.22828], [-2.39943, -4.91809, 1.14211], [0.03857, -4.42781, 1.22448], [0.81477, -2.13738, 1.45000], [3.09843, -5.57010, -1.08377], [2.78583, -4.05968, -1.87680], [1.54474, -3.45801, -1.74617], [1.31545, -2.25286, -2.38390], [2.29483, -1.62900, -3.15015], [2.02975, -0.27411, -3.77003], [2.45149, 0.86730, -2.83513], [2.15136, 0.61158, -1.44008], [2.86743, -0.18945, -0.57458], [2.17086, -0.19775, 0.59107], [1.05086, 0.58696, 0.44867], [1.08785, 1.07803, -0.76532], [0.70591, -0.19147, -4.24756], [-0.25838, 0.62318, -3.60526], [-1.29528, -0.20645, -2.90757], [-1.95238, 0.14665, -1.76979], [-1.80006, 1.61876, -0.89690], [-3.07977, -1.03749, -1.25147], [-2.69210, -2.03503, -2.58738], [-1.74548, -1.47541, -3.38430], [3.52763, -2.26114, -3.25035], [4.83519, -1.51867, -4.13531], [3.78813, -3.47200, -2.62720], [0.77197, -3.91884, -1.14654], [0.35189, -1.77429, -2.26644], [2.65796, -0.17710, -4.65780], [1.96285, 1.79542, -3.12990], [3.52590, 1.01941, -2.93864], [3.78753, -0.66696, -0.86021], [2.40745, -0.68481, 1.51998], [0.37697, 1.78531, -1.16111], [-0.72408, 1.22086, -4.39461], [0.19016, 1.32648, -2.90028], [-3.18125, -2.98749, -2.71060], [-1.34538, -1.94481, -4.27081], [4.75640, -3.94106, -2.72429], [3.62438, 5.55291, 3.34813], [2.63827, 4.43438, 3.51739], [2.75766, 3.50637, 4.54577], [1.76965, 2.54301, 4.62008], [0.77318, 2.45900, 3.74804], [0.77625, 3.35655, 2.74057], [-0.47232, 3.20087, 1.52543], [1.65565, 4.36078, 2.62484], [3.99570, 5.90642, 4.30967], [3.15936, 6.37297, 2.80596], [4.48079, 5.20600, 2.76565], [3.56412, 3.55187, 5.26411], [1.76898, 1.80963, 5.42112]],
  "mulliken_charge": [-0.13, -0.57, 1.29, -0.92, -0.58, -1.19, -0.64, 0.48, 0.64, -0.59, -0.83, -0.64, 0.47, -0.38, 0.35, 0.34, 0.38, 0.40, 0.43, 0.59, 0.47, 0.40, 0.52, 0.22, -0.23, 0.47, -1.58, 1.03, -1.15, 0.21, -1.60, 0.23, -0.40, -1.51, 0.52, -1.22, -0.43, -0.60, -0.05, 0.37, -0.18, 0.40, -0.82, -0.53, 0.94, -0.24, -0.90, 0.63, 0.18, 0.62, 0.57, 0.52, 0.61, 0.81, 1.27, 0.41, 0.26, 0.42, 0.51, 0.46, -1.20, 0.93, -0.69, -0.28, -0.34, 0.37, -0.43, -0.57, 0.35, 0.34, 0.26, 0.37, 0.41]
}

***

Here are the calculated calculated total energy numbers, same order: -9379.15047, -5882.13608, -3928.14076 (a.u.).
Here are the calculated energy above the lowest of the compared OMol25 structures with the same formula, charge and spin numbers, same order: 121.8, 47.9, 182.5 (kJ/mol).